No. 1
{
  "formula": "C45H44BN9SiTi",
  "method": "ωB97M-V with the def2-TZVPD basis set",
  "charge": 0,
  "homo_lumo_gap_ev": 7.64,
  "lumo_ev": -0.01,
  "homo_energy_ev": -7.6473,
  "mol_weight_g_mol": 797.7,
  "e_tot_ev": -92460.38669,
  "relative_energy_ev": 0.931,
  "symbols": ["Ti", "C", "C", "C", "C", "C", "N", "C", "C", "C", "C", "C", "C", "C", "N", "C", "C", "C", "N", "C", "C", "N", "C", "C", "C", "N", "H", "H", "H", "H", "H", "H", "H", "H", "H", "H", "H", "H", "H", "H", "H", "H", "H", "H", "B", "N", "C", "C", "C", "N", "N", "C", "C", "C", "N", "H", "H", "H", "H", "H", "H", "H", "H", "C", "C", "C", "C", "C", "C", "C", "H", "H", "H", "H", "H", "H", "H", "C", "C", "C", "C", "C", "C", "Si", "C", "C", "C", "C", "C", "C", "H", "H", "H", "H", "H", "H", "H", "H", "H", "H", "H"],
  "coordinates": [[0.88, -0.45, -0.06], [-4.23, 0.89, 4.48], [-3.43, 0.27, 3.37], [-4.02, -0.05, 2.15], [-3.27, -0.53, 1.09], [-1.87, -0.72, 1.17], [-1.03, -1.04, 0.10], [-1.68, -1.64, -1.02], [-2.58, -0.95, -1.83], [-3.35, -1.59, -2.78], [-3.20, -2.95, -3.01], [-3.99, -3.65, -4.08], [-2.26, -3.64, -2.27], [-1.53, -3.01, -1.27], [-0.61, -3.78, -0.51], [-0.79, -5.05, -0.08], [0.38, -5.44, 0.51], [1.22, -4.32, 0.40], [0.61, -3.32, -0.21], [-1.37, -0.64, 2.49], [-2.10, -0.08, 3.52], [-0.15, -1.27, 2.83], [0.13, -1.81, 4.04], [1.38, -2.37, 3.96], [1.79, -2.13, 2.64], [0.85, -1.48, 1.97], [-5.23, 1.14, 4.13], [-3.75, 1.81, 4.83], [-4.32, 0.22, 5.33], [-5.08, 0.10, 2.00], [-3.78, -0.75, 0.17], [-2.67, 0.12, -1.69], [-4.06, -1.02, -3.36], [-4.80, -3.01, -4.45], [-4.43, -4.58, -3.71], [-3.35, -3.91, -4.93], [-2.08, -4.69, -2.46], [-1.72, -5.57, -0.21], [0.61, -6.38, 0.97], [2.25, -4.23, 0.71], [-1.62, 0.08, 4.48], [-0.58, -1.78, 4.84], [1.92, -2.88, 4.73], [2.73, -2.38, 2.17], [4.49, 0.46, 1.07], [4.20, -0.82, 0.23], [5.18, -1.59, -0.23], [4.64, -2.56, -1.07], [3.28, -2.29, -1.05], [3.01, -1.24, -0.25], [3.27, 0.83, 1.94], [3.39, 1.38, 3.15], [2.13, 1.75, 3.60], [1.28, 1.36, 2.57], [1.98, 0.81, 1.57], [5.41, 0.22, 1.81], [4.73, 1.35, 0.31], [6.21, -1.40, 0.04], [5.15, -3.33, -1.62], [2.50, -2.83, -1.55], [4.35, 1.49, 3.61], [1.87, 2.21, 4.53], [0.21, 1.46, 2.51], [1.09, -0.53, -2.25], [0.33, 0.05, -3.40], [0.58, 1.34, -3.89], [-0.11, 1.84, -4.98], [-1.05, 1.06, -5.64], [-1.27, -0.24, -5.21], [-0.57, -0.74, -4.12], [2.13, -0.20, -2.33], [1.08, -1.62, -2.36], [1.32, 1.96, -3.42], [0.11, 2.84, -5.33], [-1.60, 1.46, -6.49], [-1.97, -0.87, -5.73], [-0.70, -1.77, -3.83], [-3.39, 4.00, 1.93], [-2.12, 4.10, 2.48], [-1.04, 3.50, 1.85], [-1.17, 2.80, 0.65], [-2.46, 2.71, 0.12], [-3.56, 3.29, 0.75], [0.20, 2.02, -0.45], [1.79, 3.08, -0.48], [2.77, 2.78, -1.42], [3.93, 3.54, -1.54], [4.16, 4.59, -0.67], [3.21, 4.89, 0.29], [2.03, 4.16, 0.37], [-4.24, 4.47, 2.40], [-1.97, 4.66, 3.39], [-0.06, 3.62, 2.31], [-2.60, 2.21, -0.83], [-4.54, 3.19, 0.30], [-0.43, 2.41, -1.75], [2.64, 1.94, -2.09], [4.66, 3.28, -2.29], [5.08, 5.16, -0.72], [3.38, 5.71, 0.98], [1.28, 4.45, 1.09]]
}

***

No. 2
{
  "formula": "C16H29Cl10N3",
  "method": "ωB97M-V with the def2-TZVPD basis set",
  "charge": 0,
  "homo_lumo_gap_ev": 9.08,
  "lumo_ev": 0.05,
  "homo_energy_ev": -9.0343,
  "mol_weight_g_mol": 618.0,
  "e_tot_ev": -146737.75365,
  "relative_energy_ev": 19.920,
  "symbols": ["C", "C", "N", "H", "H", "H", "C", "C", "N", "H", "H", "H", "C", "C", "N", "H", "H", "H", "Cl", "C", "C", "Cl", "H", "H", "H", "H", "Cl", "C", "C", "Cl", "H", "H", "H", "H", "Cl", "C", "C", "Cl", "H", "H", "H", "H", "Cl", "C", "C", "Cl", "H", "H", "H", "H", "Cl", "C", "C", "Cl", "H", "H", "H", "H"],
  "coordinates": [[-0.43, 0.04, -0.73], [-0.45, 0.41, 0.67], [-0.52, 0.64, 1.82], [0.56, 0.41, -1.00], [-1.27, 0.41, -1.32], [-0.65, -1.02, -0.81], [-1.99, -0.89, 2.53], [-2.40, -2.29, 2.74], [-2.69, -3.44, 2.87], [-0.99, -0.61, 2.87], [-2.66, -0.29, 3.14], [-2.06, -0.46, 1.53], [-1.79, 3.15, -3.42], [-0.84, 2.19, -2.79], [-0.10, 1.44, -2.39], [-2.85, 3.01, -3.19], [-1.73, 3.01, -4.50], [-1.60, 4.16, -3.04], [-3.02, 1.54, -3.44], [-2.21, -0.05, -3.09], [-3.19, -0.98, -2.36], [-3.78, -0.27, -0.80], [-1.24, 0.11, -2.62], [-1.95, -0.43, -4.08], [-2.75, -1.95, -2.15], [-4.07, -1.13, -2.99], [2.96, -1.29, 2.44], [1.55, -0.29, 2.42], [0.90, -0.06, 3.76], [0.16, -1.52, 4.59], [0.71, -0.67, 1.83], [1.86, 0.63, 1.91], [0.18, 0.75, 3.91], [1.69, 0.26, 4.44], [1.65, -0.67, -0.26], [3.11, 0.34, -0.28], [4.19, -0.43, -0.94], [5.76, 0.47, -1.11], [3.32, 0.66, 0.74], [2.85, 1.26, -0.81], [3.85, -0.59, -1.97], [4.27, -1.38, -0.40], [1.86, 2.30, 2.01], [0.87, 3.46, 1.24], [0.60, 3.17, -0.24], [2.04, 3.04, -1.34], [1.46, 4.37, 1.27], [-0.05, 3.59, 1.81], [-0.16, 3.83, -0.65], [0.14, 2.18, -0.22], [2.20, -3.96, 0.55], [0.43, -4.38, 0.64], [-0.31, -3.34, -0.10], [-0.52, -1.86, 0.96], [-0.01, -4.45, 1.64], [0.32, -5.34, 0.15], [-1.27, -3.78, -0.38], [0.06, -3.01, -1.07]]
}

***

No. 3
{
  "formula": "C23H50Br2NO3P",
  "method": "ωB97M-V with the def2-TZVPD basis set",
  "charge": 0,
  "homo_lumo_gap_ev": 8.64,
  "lumo_ev": 0.32,
  "homo_energy_ev": -8.3198,
  "mol_weight_g_mol": 579.4,
  "e_tot_ev": -181658.91087,
  "symbols": ["C", "C", "C", "C", "C", "C", "C", "P", "C", "C", "C", "C", "O", "C", "N", "C", "Br", "C", "C", "Br", "H", "H", "H", "H", "H", "H", "H", "H", "H", "H", "H", "H", "H", "H", "H", "H", "H", "H", "H", "H", "H", "H", "H", "H", "H", "H", "H", "H", "H", "H", "H", "H", "H", "H", "C", "C", "C", "O", "C", "H", "H", "H", "H", "H", "H", "H", "H", "C", "C", "C", "O", "C", "H", "H", "H", "H", "H", "H", "H", "H"],
  "coordinates": [[7.52, -1.42, -0.10], [6.74, -2.82, -0.50], [5.10, -2.75, -0.21], [4.21, -2.78, -1.59], [2.89, -3.76, -1.54], [1.60, -3.15, -0.73], [1.38, -1.51, -0.99], [-0.34, -0.88, -0.47], [-1.26, 0.67, -1.10], [-2.89, 0.46, -0.78], [-1.06, -1.83, -1.97], [-2.01, -3.13, -1.51], [-3.31, -2.72, -0.94], [-2.35, -3.94, -2.93], [-3.76, -3.73, -3.42], [0.27, -0.05, 1.13], [1.52, 1.49, 0.89], [1.00, -1.08, 2.20], [-0.01, -2.16, 2.90], [1.64, 0.13, 3.72], [7.47, -0.60, -0.96], [7.04, -0.91, 0.86], [8.68, -1.63, 0.06], [7.21, -3.70, 0.13], [6.98, -3.01, -1.65], [4.81, -3.58, 0.57], [4.91, -1.68, 0.28], [4.93, -3.24, -2.43], [3.99, -1.68, -1.95], [3.20, -4.79, -1.02], [2.54, -4.02, -2.63], [0.67, -3.79, -1.02], [1.81, -3.25, 0.43], [1.57, -1.22, -2.13], [2.29, -1.01, -0.40], [-1.13, -1.79, 0.38], [-1.12, 0.85, -2.28], [-0.98, 1.68, -0.59], [-3.35, 1.50, -0.48], [-2.95, -0.23, 0.19], [-3.45, -0.05, -1.69], [-1.73, -1.20, -2.69], [-0.23, -2.32, -2.67], [-1.49, -3.82, -0.72], [-3.14, -2.69, 0.06], [-1.61, -3.64, -3.80], [-2.22, -5.11, -2.77], [-4.03, -2.72, -3.47], [-4.41, -4.28, -2.81], [-0.69, 0.37, 1.69], [1.98, -1.53, 1.75], [-1.15, -1.82, 2.89], [0.33, -2.54, 3.97], [0.02, -3.14, 2.21], [2.43, 5.28, 1.15], [2.03, 6.63, 1.68], [2.50, 7.55, 0.58], [2.41, 6.81, -0.65], [2.18, 5.43, -0.34], [1.86, 4.45, 1.59], [3.49, 5.10, 1.34], [0.94, 6.69, 1.77], [2.47, 6.87, 2.65], [3.55, 7.84, 0.72], [1.89, 8.46, 0.50], [1.15, 5.20, -0.59], [2.84, 4.80, -0.94], [-7.01, 2.15, 2.46], [-7.15, 1.18, 1.32], [-6.13, 1.70, 0.33], [-5.08, 2.31, 1.09], [-5.52, 2.44, 2.45], [-7.36, 1.76, 3.42], [-7.57, 3.07, 2.24], [-6.86, 0.17, 1.66], [-8.16, 1.12, 0.91], [-6.57, 2.47, -0.31], [-5.71, 0.91, -0.30], [-4.97, 1.70, 3.05], [-5.29, 3.44, 2.83]]
}